No. 1
{"formula": "C33H79NO12", "method": "ωB97M-V/def2-TZVPD", "symbols": ["C", "C", "C", "C", "C", "C", "C", "O", "C", "O", "N", "C", "C", "C", "C", "C", "H", "H", "H", "H", "H", "H", "H", "H", "H", "H", "H", "H", "H", "H", "H", "H", "H", "H", "H", "C", "C", "O", "H", "H", "H", "H", "H", "H", "C", "C", "O", "H", "H", "H", "H", "H", "H", "C", "C", "O", "H", "H", "H", "H", "H", "H", "C", "C", "O", "H", "H", "H", "H", "H", "H", "C", "C", "O", "H", "H", "H", "H", "H", "H", "C", "C", "O", "H", "H", "H", "H", "H", "H", "C", "C", "O", "H", "H", "H", "H", "H", "H", "C", "C", "O", "H", "H", "H", "H", "H", "H", "C", "C", "O", "H", "H", "H", "H", "H", "H", "C", "C", "O", "H", "H", "H", "H", "H", "H"], "coordinates": [[-0.52373, 2.40135, 1.24256], [-1.67624, 1.83150, 0.47522], [-1.69120, 1.78101, -0.91495], [-2.75425, 1.20673, -1.60610], [-3.83136, 0.66247, -0.91124], [-3.82759, 0.68335, 0.48125], [-4.93935, 0.05801, 1.26858], [-5.12514, -1.33972, 0.95154], [-4.04083, -2.11183, 1.06095], [-3.85752, -2.98344, 0.26927], [-3.20455, -1.88552, 2.18611], [-1.79609, -1.61525, 1.83468], [-0.80092, -2.65449, 2.35794], [-0.50268, -2.30273, 3.82135], [0.49292, -2.46786, 1.55983], [-2.76699, 1.28408, 1.15846], [0.19259, 1.59378, 1.41229], [-0.82843, 2.73195, 2.22934], [0.01732, 3.16607, 0.70567], [-0.85179, 2.19193, -1.45553], [-2.73698, 1.16613, -2.67838], [-4.65652, 0.21108, -1.44174], [-4.79130, 0.22487, 2.32569], [-5.86641, 0.55502, 0.99689], [-3.24498, -2.71531, 2.76279], [-1.52251, -0.67107, 2.29880], [-1.65339, -1.47748, 0.76587], [-1.18147, -3.66986, 2.27085], [0.01704, -1.34646, 3.81521], [0.14012, -3.02771, 4.31163], [-1.42603, -2.13256, 4.37166], [1.32293, -2.95769, 2.06200], [0.70612, -1.39903, 1.57752], [0.38770, -2.76851, 0.52218], [-2.78030, 1.28659, 2.23961], [-6.75514, 0.70621, 6.36886], [-6.08040, 0.30296, 5.07079], [-5.42387, 1.40559, 4.45033], [-7.47954, 1.50047, 6.18803], [-7.27003, -0.14142, 6.82352], [-6.02130, 1.08734, 7.08323], [-6.81554, -0.06021, 4.35426], [-5.35508, -0.49908, 5.25091], [-4.75816, 1.73645, 5.06209], [0.53154, 2.78074, -4.88643], [-0.80247, 2.06227, -4.97458], [-1.74023, 2.58212, -4.03641], [0.94098, 2.69235, -3.87889], [1.25031, 2.36447, -5.59428], [0.40863, 3.84489, -5.10075], [-0.68405, 1.00433, -4.74171], [-1.21227, 2.14549, -5.98785], [-1.85741, 3.52009, -4.23477], [4.43589, 3.98379, 0.05028], [3.59071, 2.72787, -0.04935], [2.21793, 3.02716, -0.30036], [4.06271, 4.63282, 0.84328], [5.47739, 3.74090, 0.25782], [4.39651, 4.55304, -0.88095], [3.61741, 2.17107, 0.88620], [3.96763, 2.07642, -0.84480], [2.17110, 3.50748, -1.13307], [3.14763, -4.17383, -1.52947], [3.22823, -2.66047, -1.52234], [4.53836, -2.19914, -1.18259], [3.42699, -4.57205, -0.55236], [2.13979, -4.51283, -1.77207], [3.84128, -4.59388, -2.26295], [2.54869, -2.24783, -0.77827], [2.94758, -2.25558, -2.50027], [5.14549, -2.54946, -1.84471], [-3.03615, 6.40347, -7.01028], [-2.92579, 5.44338, -5.84179], [-1.89290, 5.81484, -4.92813], [-2.08816, 6.45978, -7.54588], [-3.81409, 6.08660, -7.70570], [-3.27572, 7.41016, -6.66028], [-2.67131, 4.44399, -6.19490], [-3.87657, 5.38135, -5.30318], [-2.09764, 6.68906, -4.58354], [8.91687, 4.55197, 1.85977], [8.47416, 4.08715, 0.48435], [7.99188, 5.17844, -0.29818], [8.08888, 5.03395, 2.38010], [9.27172, 3.71554, 2.46382], [9.72360, 5.28403, 1.77775], [7.65802, 3.37219, 0.56931], [9.30161, 3.60059, -0.04286], [8.71241, 5.80995, -0.38087], [0.70499, -8.70790, -2.22836], [1.45114, -7.44725, -1.83235], [0.68765, -6.27351, -2.10014], [0.44876, -8.67963, -3.28764], [1.30739, -9.59697, -2.03657], [-0.22802, -8.79666, -1.66704], [2.37200, -7.35229, -2.40564], [1.71267, -7.47733, -0.76903], [-0.12755, -6.33017, -1.59191], [9.29842, -0.76790, -1.72976], [8.43348, -1.59561, -2.66182], [7.60454, -2.50679, -1.94289], [9.92380, -1.41732, -1.11665], [9.94173, -0.08894, -2.29130], [8.67806, -0.17478, -1.05387], [9.05272, -2.19930, -3.32310], [7.80811, -0.94376, -3.28108], [7.04584, -1.98648, -1.35410], [-0.78628, -1.06827, 7.69608], [-1.58583, 0.18658, 7.99201], [-2.15118, 0.73997, 6.80403], [0.01066, -0.85164, 6.98408], [-0.34429, -1.48130, 8.60390], [-1.42809, -1.82984, 7.24623], [-0.94954, 0.95875, 8.42054], [-2.38622, -0.03034, 8.70756], [-2.72323, 0.07154, 6.41465], [-7.03441, -3.32011, -2.75570], [-6.86933, -1.82238, -2.57511], [-7.25254, -1.40118, -1.27193], [-8.06996, -3.61114, -2.57469], [-6.75404, -3.62856, -3.76449], [-6.40876, -3.86147, -2.04277], [-7.50399, -1.28011, -3.27552], [-5.82854, -1.53269, -2.76179], [-6.68644, -1.86157, -0.64153]], "e_tot_ha": -2262.2897, "e_homo_ev": -8.44, "lumo_ev": 0.6, "molar_mass_da": 682.0, "smiles": "Cc1cccc(COC(=O)NCC(C)C)c1.CCO.CCO.CCO.CCO.CCO.CCO.CCO.CCO.CCO.CCO"}


No. 2
{"formula": "C31H84O11", "method": "ωB97M-V/def2-TZVPD", "symbols": ["C", "C", "C", "O", "H", "H", "H", "H", "H", "H", "H", "H", "C", "C", "C", "O", "H", "H", "H", "H", "H", "H", "H", "H", "C", "C", "C", "O", "H", "H", "H", "H", "H", "H", "H", "H", "C", "C", "C", "O", "H", "H", "H", "H", "H", "H", "H", "H", "C", "C", "C", "O", "H", "H", "H", "H", "H", "H", "H", "H", "C", "C", "C", "O", "H", "H", "H", "H", "H", "H", "H", "H", "C", "C", "C", "O", "H", "H", "H", "H", "H", "H", "H", "H", "C", "C", "C", "O", "H", "H", "H", "H", "H", "H", "H", "H", "C", "C", "C", "O", "H", "H", "H", "H", "H", "H", "H", "H", "C", "C", "C", "O", "H", "H", "H", "H", "H", "H", "H", "H", "C", "O", "H", "H", "H", "H"], "coordinates": [[3.43286, -3.79983, -5.08838], [4.64167, -3.91804, -5.94617], [5.84873, -3.46526, -5.09808], [4.87230, -5.23059, -6.32734], [3.34552, -2.79170, -4.68327], [3.44571, -4.49290, -4.24719], [2.53211, -4.09212, -5.62813], [4.50800, -3.22044, -6.77297], [5.88709, -3.81958, -4.06798], [5.87236, -2.38597, -4.94750], [6.80193, -3.72363, -5.55933], [4.76999, -5.30841, -7.27870], [-1.28256, 4.95562, 4.46002], [-0.49684, 4.03800, 3.55030], [0.19388, 2.94310, 4.36923], [-1.39548, 3.51478, 2.63784], [-0.67632, 5.30646, 5.29517], [-2.22032, 4.52979, 4.81692], [-1.70497, 5.80848, 3.92870], [0.25046, 4.62708, 3.01866], [-0.56761, 2.31707, 4.83432], [0.91944, 3.36369, 5.06549], [0.80935, 2.26649, 3.77636], [-1.94496, 4.22304, 2.29430], [0.65654, 2.67583, -6.98076], [-0.10755, 2.27212, -5.75004], [-1.54781, 2.79932, -5.80630], [-0.16427, 0.89869, -5.60522], [0.08530, 2.24733, -7.80428], [1.69126, 2.37450, -7.14400], [0.64353, 3.76572, -6.98699], [0.39492, 2.59723, -4.83903], [-2.05365, 2.62983, -4.85576], [-2.04580, 2.20015, -6.56860], [-1.68526, 3.85780, -6.02724], [-0.74294, 0.75186, -4.85344], [2.09292, 8.91237, -1.09055], [1.63035, 7.55685, -0.57352], [1.00923, 6.73794, -1.66473], [2.70593, 6.86409, 0.01249], [2.28288, 9.54242, -0.22160], [1.34119, 9.37735, -1.72834], [2.99476, 8.79100, -1.69060], [0.95865, 7.75272, 0.26227], [0.81104, 5.75067, -1.24745], [1.59314, 6.80018, -2.58303], [0.01449, 7.10824, -1.91267], [3.10220, 7.39203, 0.70952], [-7.18870, -1.64206, 0.42972], [-7.73952, -0.26989, 0.85457], [-6.83361, 0.87645, 0.35732], [-8.97720, -0.12280, 0.26039], [-7.77699, -2.46283, 0.84003], [-6.19908, -1.74833, 0.87409], [-7.11669, -1.77019, -0.65033], [-7.70525, -0.21218, 1.94251], [-5.83411, 0.78700, 0.78287], [-7.18285, 1.84519, 0.71465], [-6.72652, 0.94732, -0.72509], [-9.41075, 0.45777, 0.89013], [5.62435, 5.02195, -4.62319], [5.87036, 4.30428, -3.30494], [6.93604, 3.21640, -3.35330], [6.28435, 5.30768, -2.35443], [5.16777, 6.00541, -4.51158], [5.09913, 4.39470, -5.34347], [6.63455, 5.14637, -5.01320], [4.91523, 3.91102, -2.95685], [6.71593, 2.47417, -4.12062], [7.05386, 2.69033, -2.40595], [7.90102, 3.63639, -3.63706], [5.48093, 5.56010, -1.89357], [-6.61188, -0.12057, 6.65610], [-5.67031, -1.17948, 5.96956], [-4.43396, -0.49179, 5.43188], [-5.37479, -2.18588, 6.91305], [-7.03359, 0.62354, 5.98041], [-6.15374, 0.47369, 7.44670], [-7.47580, -0.58215, 7.13431], [-6.28572, -1.66077, 5.20947], [-4.53015, 0.34184, 4.73624], [-3.75468, -1.23410, 5.01276], [-3.85205, -0.05340, 6.24261], [-6.16866, -2.71539, 7.01794], [1.21578, -0.33348, -0.83605], [-0.29537, -0.50374, -0.70017], [-0.65733, -1.15058, 0.59790], [-0.98604, 0.73228, -0.89957], [1.73003, -1.29453, -0.84050], [1.70120, 0.22606, -0.03643], [1.52728, 0.14669, -1.76367], [-0.60042, -1.16904, -1.50789], [-0.28966, -0.47565, 1.37081], [-0.18662, -2.11543, 0.78660], [-1.73527, -1.24783, 0.72714], [-0.85505, 1.20015, -0.07159], [4.59384, -6.85270, 3.43058], [5.19333, -6.10299, 2.19965], [4.19089, -5.12347, 1.57666], [6.29173, -5.41658, 2.78860], [5.29828, -7.28843, 4.13910], [3.86659, -7.60123, 3.11609], [4.09938, -6.16044, 4.11203], [5.54967, -6.82737, 1.46724], [3.92500, -4.33845, 2.28459], [3.26182, -5.59652, 1.25863], [4.49979, -4.62495, 0.65788], [6.84301, -6.02422, 3.28704], [-2.52813, -6.41653, 5.40588], [-1.25625, -5.88760, 6.07062], [-0.52204, -4.97027, 5.15240], [-1.67139, -5.15135, 7.23247], [-2.36185, -6.89555, 4.44101], [-3.28475, -5.63939, 5.29776], [-3.02397, -7.18501, 5.99891], [-0.67629, -6.74899, 6.40190], [-1.15340, -4.08579, 5.06771], [-0.13307, -5.41401, 4.23594], [0.39652, -4.61601, 5.62020], [-2.40957, -4.60486, 6.95312], [-3.72658, -2.78045, -4.65828], [-2.69791, -3.63739, -5.11393], [-4.33018, -2.46851, -5.51062], [-4.37855, -3.19484, -3.88932], [-3.22669, -1.94406, -4.16976], [-2.34805, -3.28809, -5.93684]], "e_tot_ha": -2058.9965, "e_homo_ev": -10.04, "lumo_ev": 0.2, "relative_energy_ev": 3.770, "molar_mass_da": 633.0, "smiles": "CC(C)O.CC(C)O.CC(C)O.CC(C)O.CC(C)O.CC(C)O.CC(C)O.CC(C)O.CC(C)O.CC(C)O.CO"}